# C23H25FN2O3

An isolated molecule of C23H25FN2O3 (ωB97M-V/def2-TZVPD, OMol25).

Summary:
* 2S+1: 1
* E_LUMO: 0.54 eV
* SMILES: Cc1cc(C)cc(C(=O)N[C@H]2CC23CCN(C(=O)c2cccc(O)c2F)CC3)c1
* ΔE to the lowest compared entry with this formula, charge and spin: 3.3 kcal/mol
* charge: 0
* electronic energy: -36097.7395 eV
* E_HOMO: -8.99 eV

Last column: natural (NBO) charge in e.
Geometry (Å):
1 C 2.18 4.66 2.85  -0.6277
2 C 0.81 4.68 2.21  -0.0234
3 C 0.29 5.86 1.69  -0.2008
4 C -0.97 5.90 1.09  -0.0035
5 C -1.53 7.19 0.57  -0.6279
6 C -1.70 4.72 1.00  -0.1824
7 C -1.19 3.53 1.49  -0.1352
8 C -2.04 2.30 1.35  0.6653
9 O -3.25 2.37 1.30  -0.6105
10 N -1.34 1.12 1.28  -0.6203
11 C -1.93 -0.15 1.01  -0.0584
12 C -3.02 -0.27 -0.02  -0.3936
13 C -1.67 -0.85 -0.31  -0.0657
14 C -0.77 -0.19 -1.33  -0.4014
15 C 0.68 -0.59 -1.09  -0.2190
16 N 0.81 -2.04 -1.06  -0.4283
17 C 1.47 -2.67 -2.07  0.6717
18 O 1.93 -2.07 -3.03  -0.6152
19 C 1.63 -4.16 -1.99  -0.1962
20 C 1.22 -4.94 -3.08  -0.1854
21 C 1.42 -6.30 -3.07  -0.2015
22 C 2.04 -6.92 -1.98  -0.2733
23 C 2.46 -6.16 -0.90  0.2227
24 O 3.09 -6.68 0.19  -0.6498
25 C 2.25 -4.79 -0.93  0.3962
26 F 2.66 -4.06 0.13  -0.3186
27 C -0.01 -2.70 -0.05  -0.2109
28 C -1.48 -2.35 -0.25  -0.3911
29 C 0.06 3.52 2.10  -0.1709
30 H 2.23 3.91 3.63  0.2168
31 H 2.95 4.43 2.11  0.2219
32 H 2.42 5.63 3.29  0.2178
33 H 0.86 6.77 1.77  0.2048
34 H -2.10 7.04 -0.34  0.2204
35 H -2.21 7.64 1.31  0.2238
36 H -0.74 7.92 0.37  0.2145
37 H -2.68 4.71 0.55  0.2315
38 H -0.34 1.20 1.20  0.3937
39 H -2.02 -0.80 1.88  0.1990
40 H -3.84 -0.94 0.21  0.2212
41 H -3.30 0.64 -0.53  0.2391
42 H -1.07 -0.50 -2.33  0.2179
43 H -0.87 0.90 -1.28  0.2219
44 H 1.33 -0.21 -1.87  0.2510
45 H 1.03 -0.20 -0.13  0.1767
46 H 0.77 -4.44 -3.93  0.2313
47 H 1.10 -6.91 -3.91  0.2204
48 H 2.20 -7.99 -1.98  0.2131
49 H 3.19 -7.63 0.07  0.4828
50 H 0.14 -3.77 -0.10  0.2218
51 H 0.33 -2.36 0.94  0.1944
52 H -2.07 -2.78 0.56  0.2137
53 H -1.83 -2.80 -1.18  0.2087
54 H 0.45 2.60 2.54  0.1969

# C14H17BaF3N2O3S

A structure of composition C14H17BaF3N2O3S at a distorted geometry (ωB97M-V/def2-TZVPD, OMol25).

Summary:
* 2S+1: 1
* E_LUMO (spin up / spin down): -0.98 / -0.98 eV
* charge: 0
* electronic energy: -43593.5047 eV
* E_HOMO (spin up / spin down): -5.17 / -5.14 eV

Last column: natural (NBO) charge in e.
Geometry (Å):
1 C -1.69 1.60 3.35  -0.5418
2 C -1.79 -1.35 3.80  -0.5321
3 H -0.61 1.86 3.30  0.1578
4 H -2.14 1.20 4.26  0.1793
5 H -2.30 1.91 2.49  0.1905
6 H -1.53 -2.18 3.15  0.1606
7 H -1.06 -0.99 4.52  0.1708
8 H -2.83 -1.06 3.91  0.1861
9 C 0.18 2.45 -1.25  0.0585
10 C 0.32 3.36 -2.31  -0.2375
11 C 0.41 2.84 -3.60  -0.1558
12 C 0.41 1.44 -3.78  -0.2358
13 H 0.08 2.78 -0.21  0.2042
14 H 0.36 4.43 -2.09  0.2366
15 H 0.49 3.51 -4.45  0.2303
16 H 0.58 0.97 -4.74  0.2175
17 N 0.17 1.11 -1.44  -0.5338
18 C 0.25 0.58 -2.68  0.2536
19 C 0.12 -0.92 -2.76  0.1459
20 N 0.03 -1.57 -1.58  -0.5142
21 C -0.21 -2.89 -1.52  0.0563
22 C -0.23 -3.06 -3.90  -0.1530
23 C -0.35 -3.69 -2.66  -0.2403
24 H -0.30 -3.30 -0.51  0.1964
25 H -0.55 -4.76 -2.55  0.2357
26 C 0.05 -1.67 -3.96  -0.2124
27 H 0.24 -1.15 -4.89  0.2207
28 H -0.34 -3.65 -4.83  0.2329
29 Ba 0.46 -0.37 0.84  1.7791
30 C -2.97 -0.12 0.31  -1.3098
31 H -3.23 -1.19 0.28  0.1696
32 H -2.86 0.37 -0.67  0.1651
33 H -3.43 0.48 1.12  0.1696
34 F 3.23 -0.06 4.98  -0.3093
35 C 2.83 0.71 3.93  0.7127
36 F 1.46 0.73 3.96  -0.3463
37 F 3.28 1.99 4.12  -0.3116
38 S 3.35 0.02 2.25  2.2933
39 O 4.77 -0.20 2.39  -0.8992
40 O 2.50 -1.21 2.13  -1.0690
41 O 2.86 1.04 1.29  -1.0212

# C19H32N2O5S

An isolated molecule of C19H32N2O5S at a distorted geometry (ωB97M-V/def2-TZVPD, OMol25).

Summary:
* 2S+1: 1
* E_LUMO: 0.49 eV
* SMILES: COCCCCCCCCCCC[C@@H]1OC(=O)O[C@@H]1CCSc1nnco1
* charge: 0
* electronic energy: -44271.5238 eV
* E_HOMO: -9.37 eV

Last column: natural (NBO) charge in e.
Geometry (Å):
1 C -2.14 -1.76 -1.43  -0.2700
2 O -3.45 -2.28 -1.63  -0.5347
3 C -4.46 -1.32 -1.28  -0.0619
4 C -4.28 -0.75 0.18  -0.4484
5 C -5.58 -0.13 0.80  -0.3980
6 C -5.27 0.98 1.88  -0.4014
7 C -4.21 0.56 2.98  -0.4130
8 C -3.21 1.76 3.21  -0.3999
9 C -2.32 2.12 1.96  -0.4041
10 C -0.87 1.46 2.00  -0.4114
11 C 0.01 2.26 0.96  -0.4025
12 C 1.17 1.43 0.32  -0.4001
13 C 2.10 0.68 1.38  -0.4284
14 C 2.06 -0.85 1.02  0.0834
15 O 2.55 -1.81 1.96  -0.5226
16 C 2.30 -3.04 1.29  0.9840
17 O 2.03 -4.05 1.83  -0.5293
18 O 2.48 -2.79 -0.07  -0.5184
19 C 2.60 -1.36 -0.35  0.0722
20 C 4.12 -1.18 -0.70  -0.4495
21 C 4.36 -0.76 -2.22  -0.5124
22 S 6.11 -1.20 -2.58  0.2372
23 C 6.72 -0.19 -3.94  0.3038
24 N 6.60 1.15 -4.09  -0.2925
25 N 7.27 1.40 -5.26  -0.2792
26 C 7.76 0.27 -5.75  0.2523
27 O 7.42 -0.81 -4.94  -0.4133
28 H -1.43 -2.49 -1.92  0.1974
29 H -1.82 -1.75 -0.34  0.1711
30 H -1.96 -0.77 -1.93  0.1673
31 H -4.50 -0.45 -1.99  0.1626
32 H -5.45 -1.85 -1.32  0.1925
33 H -3.48 0.03 0.22  0.1989
34 H -3.97 -1.60 0.84  0.2119
35 H -6.23 0.37 0.01  0.2007
36 H -6.26 -0.90 1.27  0.2039
37 H -4.95 1.91 1.33  0.1980
38 H -6.24 1.19 2.41  0.2114
39 H -3.62 -0.36 2.73  0.2023
40 H -4.76 0.36 3.95  0.2118
41 H -2.60 1.58 4.13  0.2078
42 H -3.86 2.66 3.44  0.2010
43 H -2.14 3.24 1.96  0.2023
44 H -2.83 1.92 0.97  0.2025
45 H -0.97 0.37 1.74  0.1963
46 H -0.46 1.50 3.05  0.2055
47 H 0.34 3.23 1.42  0.2124
48 H -0.68 2.55 0.12  0.2070
49 H 0.83 0.69 -0.46  0.1968
50 H 1.84 2.16 -0.22  0.2159
51 H 3.15 1.06 1.26  0.2116
52 H 1.77 0.92 2.42  0.2352
53 H 0.95 -1.07 1.03  0.1702
54 H 1.98 -0.94 -1.18  0.2079
55 H 4.69 -2.14 -0.53  0.2402
56 H 4.61 -0.43 -0.02  0.2275
57 H 3.70 -1.37 -2.88  0.2220
58 H 4.16 0.34 -2.35  0.2414
59 H 8.36 0.23 -6.68  0.2250

# C25H28N4O3S

A cluster of 2 separate species, C25H28N4O3S in total at a distorted geometry (ωB97M-V/def2-TZVPD, OMol25).

Summary:
* 2S+1: 1
* E_LUMO: -0.96 eV
* ΔE to the lowest compared entry with this formula, charge and spin: 103.4 kcal/mol
* charge: 0
* electronic energy: -49315.5192 eV
* E_HOMO: -6.81 eV

Last column: natural (NBO) charge in e.
Geometry (Å):
1 C 1.05 6.29 0.04  -0.3946
2 N -0.23 5.86 0.55  -0.5012
3 C -0.61 6.51 1.79  -0.3931
4 C -0.88 4.72 0.05  0.1766
5 C -0.43 3.42 0.39  -0.1746
6 C -1.10 2.30 -0.08  -0.1644
7 C -2.23 2.41 -0.91  -0.1156
8 C -3.01 1.22 -1.29  0.0613
9 C -3.59 0.35 -0.42  -0.3291
10 C -4.39 -0.74 -1.03  0.6713
11 O -4.48 -0.92 -2.25  -0.5989
12 N -5.13 -1.56 -0.16  -0.4702
13 C -5.93 -2.62 -0.73  -0.4168
14 C -4.96 -1.57 1.23  0.8050
15 O -5.47 -2.42 1.96  -0.6096
16 N -4.17 -0.55 1.78  -0.4753
17 C -4.22 -0.53 3.23  -0.4129
18 C -3.69 0.56 1.05  0.6762
19 O -3.42 1.61 1.64  -0.5617
20 C -2.59 3.70 -1.36  -0.1621
21 C -1.98 4.83 -0.85  -0.2219
22 H 1.29 5.72 -0.87  0.2136
23 H 1.02 7.37 -0.20  0.1880
24 H 1.85 6.14 0.79  0.1714
25 H -1.55 6.09 2.17  0.2121
26 H 0.17 6.39 2.55  0.1730
27 H -0.74 7.59 1.63  0.1848
28 H 0.42 3.30 1.06  0.2120
29 H -0.79 1.30 0.23  0.2055
30 H -3.20 1.05 -2.35  0.2491
31 H -6.29 -3.18 0.12  0.2470
32 H -6.76 -2.20 -1.31  0.2172
33 H -5.33 -3.25 -1.39  0.2094
34 H -3.64 0.32 3.57  0.2387
35 H -5.26 -0.47 3.56  0.2149
36 H -3.81 -1.47 3.60  0.2176
37 H -3.44 3.77 -2.04  0.2140
38 H -2.33 5.83 -1.11  0.2264
39 C 0.04 -3.06 -3.26  -0.7834
40 S -1.12 -1.84 -2.51  0.8905
41 C -1.40 -2.67 -0.90  -0.7305
42 C -0.19 -0.48 -2.07  -0.7596
43 C 0.43 0.40 -2.98  -0.0092
44 C 1.50 1.24 -2.53  -0.2602
45 C 2.16 2.09 -3.40  -0.1268
46 C 1.76 2.17 -4.75  -0.2634
47 C 2.37 3.14 -5.64  0.2913
48 N 2.85 3.93 -6.36  -0.3542
49 C 0.74 1.32 -5.23  -0.1490
50 C 0.08 0.45 -4.37  -0.2411
51 H 0.37 -2.67 -4.23  0.2503
52 H 0.89 -3.23 -2.60  0.2322
53 H -0.52 -3.99 -3.42  0.2266
54 H -2.02 -2.00 -0.29  0.2435
55 H -1.94 -3.60 -1.08  0.2442
56 H -0.44 -2.85 -0.41  0.2402
57 H -0.01 -0.40 -1.00  0.2230
58 H 1.84 1.13 -1.50  0.2103
59 H 2.99 2.72 -3.06  0.2231
60 H 0.48 1.38 -6.29  0.2239
61 H -0.69 -0.21 -4.76  0.1948

Q: The highest electronic energy belongs to which entry?
A: C23H25FN2O3

Repeat the third record exactly.
# C19H32N2O5S

An isolated molecule of C19H32N2O5S at a distorted geometry (ωB97M-V/def2-TZVPD, OMol25).

Summary:
* 2S+1: 1
* E_LUMO: 0.49 eV
* SMILES: COCCCCCCCCCCC[C@@H]1OC(=O)O[C@@H]1CCSc1nnco1
* charge: 0
* electronic energy: -44271.5238 eV
* E_HOMO: -9.37 eV

Last column: natural (NBO) charge in e.
Geometry (Å):
1 C -2.14 -1.76 -1.43  -0.2700
2 O -3.45 -2.28 -1.63  -0.5347
3 C -4.46 -1.32 -1.28  -0.0619
4 C -4.28 -0.75 0.18  -0.4484
5 C -5.58 -0.13 0.80  -0.3980
6 C -5.27 0.98 1.88  -0.4014
7 C -4.21 0.56 2.98  -0.4130
8 C -3.21 1.76 3.21  -0.3999
9 C -2.32 2.12 1.96  -0.4041
10 C -0.87 1.46 2.00  -0.4114
11 C 0.01 2.26 0.96  -0.4025
12 C 1.17 1.43 0.32  -0.4001
13 C 2.10 0.68 1.38  -0.4284
14 C 2.06 -0.85 1.02  0.0834
15 O 2.55 -1.81 1.96  -0.5226
16 C 2.30 -3.04 1.29  0.9840
17 O 2.03 -4.05 1.83  -0.5293
18 O 2.48 -2.79 -0.07  -0.5184
19 C 2.60 -1.36 -0.35  0.0722
20 C 4.12 -1.18 -0.70  -0.4495
21 C 4.36 -0.76 -2.22  -0.5124
22 S 6.11 -1.20 -2.58  0.2372
23 C 6.72 -0.19 -3.94  0.3038
24 N 6.60 1.15 -4.09  -0.2925
25 N 7.27 1.40 -5.26  -0.2792
26 C 7.76 0.27 -5.75  0.2523
27 O 7.42 -0.81 -4.94  -0.4133
28 H -1.43 -2.49 -1.92  0.1974
29 H -1.82 -1.75 -0.34  0.1711
30 H -1.96 -0.77 -1.93  0.1673
31 H -4.50 -0.45 -1.99  0.1626
32 H -5.45 -1.85 -1.32  0.1925
33 H -3.48 0.03 0.22  0.1989
34 H -3.97 -1.60 0.84  0.2119
35 H -6.23 0.37 0.01  0.2007
36 H -6.26 -0.90 1.27  0.2039
37 H -4.95 1.91 1.33  0.1980
38 H -6.24 1.19 2.41  0.2114
39 H -3.62 -0.36 2.73  0.2023
40 H -4.76 0.36 3.95  0.2118
41 H -2.60 1.58 4.13  0.2078
42 H -3.86 2.66 3.44  0.2010
43 H -2.14 3.24 1.96  0.2023
44 H -2.83 1.92 0.97  0.2025
45 H -0.97 0.37 1.74  0.1963
46 H -0.46 1.50 3.05  0.2055
47 H 0.34 3.23 1.42  0.2124
48 H -0.68 2.55 0.12  0.2070
49 H 0.83 0.69 -0.46  0.1968
50 H 1.84 2.16 -0.22  0.2159
51 H 3.15 1.06 1.26  0.2116
52 H 1.77 0.92 2.42  0.2352
53 H 0.95 -1.07 1.03  0.1702
54 H 1.98 -0.94 -1.18  0.2079
55 H 4.69 -2.14 -0.53  0.2402
56 H 4.61 -0.43 -0.02  0.2275
57 H 3.70 -1.37 -2.88  0.2220
58 H 4.16 0.34 -2.35  0.2414
59 H 8.36 0.23 -6.68  0.2250

Repeat the first record exactly.
# C23H25FN2O3

An isolated molecule of C23H25FN2O3 (ωB97M-V/def2-TZVPD, OMol25).

Summary:
* 2S+1: 1
* E_LUMO: 0.54 eV
* SMILES: Cc1cc(C)cc(C(=O)N[C@H]2CC23CCN(C(=O)c2cccc(O)c2F)CC3)c1
* ΔE to the lowest compared entry with this formula, charge and spin: 3.3 kcal/mol
* charge: 0
* electronic energy: -36097.7395 eV
* E_HOMO: -8.99 eV

Last column: natural (NBO) charge in e.
Geometry (Å):
1 C 2.18 4.66 2.85  -0.6277
2 C 0.81 4.68 2.21  -0.0234
3 C 0.29 5.86 1.69  -0.2008
4 C -0.97 5.90 1.09  -0.0035
5 C -1.53 7.19 0.57  -0.6279
6 C -1.70 4.72 1.00  -0.1824
7 C -1.19 3.53 1.49  -0.1352
8 C -2.04 2.30 1.35  0.6653
9 O -3.25 2.37 1.30  -0.6105
10 N -1.34 1.12 1.28  -0.6203
11 C -1.93 -0.15 1.01  -0.0584
12 C -3.02 -0.27 -0.02  -0.3936
13 C -1.67 -0.85 -0.31  -0.0657
14 C -0.77 -0.19 -1.33  -0.4014
15 C 0.68 -0.59 -1.09  -0.2190
16 N 0.81 -2.04 -1.06  -0.4283
17 C 1.47 -2.67 -2.07  0.6717
18 O 1.93 -2.07 -3.03  -0.6152
19 C 1.63 -4.16 -1.99  -0.1962
20 C 1.22 -4.94 -3.08  -0.1854
21 C 1.42 -6.30 -3.07  -0.2015
22 C 2.04 -6.92 -1.98  -0.2733
23 C 2.46 -6.16 -0.90  0.2227
24 O 3.09 -6.68 0.19  -0.6498
25 C 2.25 -4.79 -0.93  0.3962
26 F 2.66 -4.06 0.13  -0.3186
27 C -0.01 -2.70 -0.05  -0.2109
28 C -1.48 -2.35 -0.25  -0.3911
29 C 0.06 3.52 2.10  -0.1709
30 H 2.23 3.91 3.63  0.2168
31 H 2.95 4.43 2.11  0.2219
32 H 2.42 5.63 3.29  0.2178
33 H 0.86 6.77 1.77  0.2048
34 H -2.10 7.04 -0.34  0.2204
35 H -2.21 7.64 1.31  0.2238
36 H -0.74 7.92 0.37  0.2145
37 H -2.68 4.71 0.55  0.2315
38 H -0.34 1.20 1.20  0.3937
39 H -2.02 -0.80 1.88  0.1990
40 H -3.84 -0.94 0.21  0.2212
41 H -3.30 0.64 -0.53  0.2391
42 H -1.07 -0.50 -2.33  0.2179
43 H -0.87 0.90 -1.28  0.2219
44 H 1.33 -0.21 -1.87  0.2510
45 H 1.03 -0.20 -0.13  0.1767
46 H 0.77 -4.44 -3.93  0.2313
47 H 1.10 -6.91 -3.91  0.2204
48 H 2.20 -7.99 -1.98  0.2131
49 H 3.19 -7.63 0.07  0.4828
50 H 0.14 -3.77 -0.10  0.2218
51 H 0.33 -2.36 0.94  0.1944
52 H -2.07 -2.78 0.56  0.2137
53 H -1.83 -2.80 -1.18  0.2087
54 H 0.45 2.60 2.54  0.1969